Entry 1:
18
Properties=species:S:1:pos:R:3 method="wB97M-V/def2-TZVPD" orbital_gap_ev="8.51 / 8.51" e_above_lowest_kcal_mol=96.7 energy_ev=-18169.36028 total_charge=0 e_homo_ev="-8.76 / -8.76"
C -0.649 -1.684 -0.621
C -1.180 -0.273 1.473
C -1.969 0.638 -0.755
C 3.142 0.766 -0.220
C -1.084 -0.437 -0.010
N 0.606 0.555 -0.308
O 0.068 -2.472 -0.034
P 1.730 -0.301 0.328
H -1.071 -1.640 -1.704
H -1.048 -1.224 2.050
H -2.095 0.159 1.682
H -0.423 0.337 1.731
H -1.889 0.573 -1.866
H -2.954 0.325 -0.647
H -1.816 1.575 -0.402
H 2.879 1.720 -0.620
H 3.848 1.232 0.675
H 3.906 0.150 -0.752

=====

Entry 2:
20
Properties=species:S:1:pos:R:3 method="wB97M-V/def2-TZVPD" orbital_gap_ev=10.42 e_above_lowest_kcal_mol=82.6 energy_ev=-9378.00095 total_charge=+1 e_homo_ev=-13.93
C 2.414 0.954 -1.056
C -0.343 -1.748 -0.088
C -2.135 0.800 1.428
C 1.882 -0.368 -1.135
N 0.546 -0.667 0.269
N -1.402 0.995 0.122
O 1.989 -1.304 -1.803
H 3.284 0.967 -1.612
H 2.681 1.137 0.083
H 1.696 1.684 -1.191
H -0.975 -1.607 -0.890
H 0.346 -2.590 -0.397
H -1.061 -2.068 0.628
H -1.511 1.230 2.327
H -3.125 1.265 1.442
H -2.239 -0.252 1.569
H 1.227 -0.797 1.076
H -1.642 1.898 -0.365
H -0.007 0.152 0.257
H -1.624 0.318 -0.663

=====

Entry 3:
62
Properties=species:S:1:pos:R:3 method="wB97M-V/def2-TZVPD" orbital_gap_ev=8.95 e_above_lowest_kcal_mol=6.9 smiles="CC(C)=CCC/C(C)=C/CNCCN[C@H]1[C@@H]2C[C@H]3C[C@@H](C2)C[C@@H]1C3" energy_ev=-26410.94333 total_charge=0 e_homo_ev=-8.11
C 2.910 4.033 6.192
C 3.321 2.835 5.386
C 2.312 1.724 5.373
C 4.493 2.792 4.763
C 5.041 1.666 3.943
C 4.967 1.956 2.431
C 3.542 1.998 1.943
C 2.926 3.362 1.875
C 2.906 0.876 1.629
C 1.484 0.748 1.165
N 1.271 -0.583 0.622
C -0.104 -0.913 0.314
C -0.760 -0.081 -0.811
N -2.076 -0.540 -1.207
C -2.106 -1.709 -2.078
C -1.902 -1.288 -3.542
C -1.884 -2.531 -4.429
C -3.219 -3.262 -4.307
C -4.349 -2.335 -4.751
C -4.367 -1.093 -3.861
C -3.034 -0.358 -3.971
C -4.587 -1.505 -2.407
C -3.454 -2.430 -1.966
C -3.439 -3.675 -2.853
H 3.702 4.777 6.233
H 2.023 4.495 5.757
H 2.660 3.733 7.209
H 2.412 1.099 4.491
H 2.429 1.099 6.259
H 1.305 2.138 5.390
H 5.144 3.657 4.824
H 4.511 0.737 4.150
H 6.091 1.522 4.212
H 5.514 1.170 1.906
H 5.457 2.911 2.226
H 1.854 3.316 1.708
H 3.111 3.892 2.808
H 3.382 3.936 1.068
H 3.421 -0.072 1.715
H 0.804 0.861 2.019
H 1.249 1.548 0.444
H 1.849 -0.707 -0.204
H -0.688 -0.798 1.233
H -0.123 -1.972 0.034
H -0.111 -0.086 -1.691
H -0.868 0.957 -0.477
H -2.627 -0.719 -0.373
H -1.310 -2.429 -1.811
H -0.947 -0.760 -3.636
H -1.068 -3.194 -4.129
H -1.712 -2.239 -5.468
H -3.207 -4.156 -4.942
H -4.202 -2.043 -5.794
H -5.307 -2.857 -4.682
H -5.179 -0.429 -4.179
H -3.039 0.518 -3.321
H -2.870 -0.027 -5.000
H -5.544 -2.021 -2.302
H -4.605 -0.616 -1.775
H -3.612 -2.731 -0.922
H -2.643 -4.352 -2.534
H -4.389 -4.206 -2.756

=====

Entry 4:
23
Properties=species:S:1:pos:R:3 method="wB97M-V/def2-TZVPD" orbital_gap_ev=9.68 e_above_lowest_kcal_mol=154.2 smiles="C/C=C(/C)N(C)C(=[NH2+])[N+](=O)[O-]" energy_ev=-14969.74198 total_charge=+1 e_homo_ev=-13.35
C -0.527 -1.357 -2.039
C -0.047 -1.709 -0.671
C 0.049 -0.872 0.394
C 0.471 -1.317 1.700
N -0.153 0.525 0.239
C 1.093 1.306 0.208
C -1.329 0.983 0.366
N -1.888 2.127 0.225
N -2.581 -0.262 0.396
O -2.745 -0.721 1.457
O -3.027 -0.429 -0.679
H -1.433 -1.898 -2.368
H 0.132 -1.598 -2.897
H -0.874 -0.236 -2.110
H 0.157 -2.806 -0.575
H 0.184 -2.365 1.896
H 0.047 -0.590 2.383
H 1.662 -1.125 1.694
H 1.563 1.468 1.223
H 1.884 0.547 -0.334
H 0.961 2.367 -0.198
H -1.311 3.001 0.071
H -2.805 2.335 0.351